DFT (wB97M-V/def2-TZVPD) results for a 8-piece molecular cluster, C16H44Cl4O12 overall in a non-equilibrium geometry.

The HOMO energy is -9.92 eV. The LUMO energy comes out at 0.291 eV. As for the maximum force: 1.48 eV/A. The orbital gap is 10.21 eV. The value obtained for the total energy is -3379.5526 a.u. The value obtained for the molar mass is 570.33 u. As for the structure (SMILES): ClCCCl.ClCCCl.OCCO.OCCO.OCCO.OCCO.OCCO.OCCO. The net charge is 0.

Positions of all 76 atoms, in Å:
Cl1 0.44964 2.31377 -0.03626
C1 0.04190 0.63679 0.40857
C2 0.75891 0.09675 1.62759
Cl2 -0.03532 0.62007 3.14662
H1 0.45964 0.05249 -0.41194
H2 -1.03043 0.47618 0.45744
H3 1.75626 0.51566 1.73579
H4 0.80262 -0.98766 1.64533
Cl3 -3.35656 1.84359 1.64927
C3 -4.65870 3.06214 1.91622
C4 -5.98918 2.51444 1.37655
Cl4 -5.98216 2.51125 -0.36577
H5 -4.41566 4.03136 1.49716
H6 -4.81978 3.11414 2.99234
H7 -6.82837 3.10577 1.73981
H8 -6.11436 1.50412 1.76279
O1 2.75647 -0.55626 -1.34681
C5 4.03582 -1.02402 -1.00491
C6 4.04100 -1.94663 0.23682
O2 3.29540 -3.14147 0.00735
H9 2.28308 -1.28288 -1.75654
H10 4.43533 -1.60338 -1.84228
H11 4.73223 -0.19304 -0.89159
H12 3.61902 -1.44249 1.12158
H13 5.04927 -2.23871 0.53653
H14 2.39321 -2.91481 -0.31200
O3 1.68189 -4.83819 5.47541
C7 0.86763 -4.33046 4.41813
C8 1.69115 -3.49808 3.44413
O4 2.51806 -4.26433 2.59053
H15 1.13284 -5.47858 5.94069
H16 0.44265 -5.13368 3.80390
H17 0.06416 -3.73742 4.86424
H18 2.31808 -2.73557 3.92030
H19 0.88408 -2.99093 2.88889
H20 2.67331 -3.71594 1.80535
O5 -4.53032 -2.23528 -2.86191
C9 -4.58836 -0.88970 -2.36886
C10 -3.56700 -0.67678 -1.27296
O6 -2.25582 -0.84524 -1.80493
H21 -3.58979 -2.43243 -2.95521
H22 -4.35075 -0.22514 -3.20974
H23 -5.62790 -0.71990 -2.09563
H24 -3.73238 -1.43703 -0.50795
H25 -3.75922 0.29396 -0.80949
H26 -2.01552 -0.00775 -2.22022
O7 0.60600 -3.17178 -0.94599
C11 0.00392 -3.32362 -2.22156
C12 0.86447 -4.16819 -3.13030
O8 2.15077 -3.58602 -3.22696
H27 0.45408 -3.95590 -0.40739
H28 -0.99008 -3.76353 -2.10693
H29 -0.16996 -2.36817 -2.72325
H30 0.42211 -4.23172 -4.13160
H31 0.91807 -5.19709 -2.74773
H32 2.57487 -3.86833 -4.03906
O9 5.61296 2.87964 0.24261
C13 4.61956 2.17556 0.96171
C14 3.87260 2.98290 2.03028
O10 4.58646 3.12833 3.25879
H33 6.28338 3.16199 0.87501
H34 3.83601 1.87851 0.26199
H35 5.09526 1.32133 1.46039
H36 2.92784 2.43380 2.13456
H37 3.60118 3.98359 1.69408
H38 4.48479 2.27160 3.68972
O11 -1.47094 4.24810 -1.94395
C15 -2.33317 5.39004 -1.93960
C16 -3.40951 5.32957 -3.00869
O12 -2.83391 5.76717 -4.25689
H39 -0.89064 4.34447 -1.18291
H40 -2.81068 5.41361 -0.95239
H41 -1.74943 6.29142 -2.13316
H42 -4.21122 6.01444 -2.74455
H43 -3.81455 4.33504 -3.20838
H44 -2.16631 5.11452 -4.49219

Here are the Löwdin charges for atoms 1 to 5, given in e: atom 1 (Cl): 0.615, atom 2 (C): -0.647, atom 3 (C): -0.634, atom 4 (Cl): 0.532, atom 5 (H): 0.045


DFT (wB97M-V/def2-TZVPD) results for a 7-piece molecular cluster, C16H44F6O14PS6 overall in a non-equilibrium geometry.

The HOMO energy is -7.52 eV. The LUMO energy comes out at 1.807 eV. As for the maximum force: 4.15 eV/A. The orbital gap is 9.33 eV. The value obtained for the total energy is -5019.1134 a.u. The value obtained for the molar mass is 797.88 u. The net charge is -1.

Positions of all 87 atoms, in Å:
P1 0.08416 -1.29097 1.06407
F1 -0.19862 -2.46341 2.21221
F2 1.62369 -1.24462 1.49475
F3 0.34332 -2.39423 -0.14538
F4 0.46305 -0.06380 -0.00069
F5 -1.53510 -1.10826 0.59832
F6 -0.34784 -0.12048 2.14782
O1 0.81418 -0.01113 9.54325
S1 0.20252 0.72889 8.44344
O2 -1.23973 0.95779 8.41589
O3 1.01649 2.14917 8.20344
C1 0.39222 3.07628 7.35392
C2 -0.58036 4.01737 8.08449
C3 0.89405 -0.19565 6.97253
H1 -0.14347 2.55917 6.55785
H2 1.18871 3.53909 6.77125
H3 -0.18444 4.48057 8.98825
H4 -1.40610 3.39549 8.43022
H5 -0.92624 4.81100 7.42219
H6 1.97909 -0.23230 7.06968
H7 0.61534 0.52249 6.20136
H8 0.39577 -1.14644 6.78329
O4 2.36144 8.24996 3.46856
S2 2.09178 7.39278 2.28760
O5 3.18732 6.95916 1.41867
O6 1.15901 6.05105 2.86447
C4 0.68170 5.12245 1.88624
C5 -0.80792 5.19798 2.01150
C6 0.91690 8.39977 1.25175
H9 1.02411 4.10796 2.09034
H10 1.00073 5.23420 0.84998
H11 -1.35935 4.37403 1.55859
H12 -1.10695 6.15209 1.57748
H13 -1.06204 5.21407 3.07134
H14 1.30551 9.39498 1.03576
H15 0.08748 8.57455 1.93703
H16 0.73751 7.77449 0.37713
O7 7.37215 -3.38099 -4.15943
S3 5.93931 -3.17386 -4.44237
O8 5.35988 -1.89085 -4.81412
O9 5.34702 -4.34650 -5.50419
C7 5.85458 -5.59989 -5.37581
C8 5.40851 -6.51299 -6.51779
C9 5.02206 -3.71274 -2.88602
H17 5.44796 -6.22064 -4.57741
H18 6.94393 -5.63478 -5.36168
H19 5.57459 -6.11083 -7.51718
H20 4.32409 -6.62233 -6.50427
H21 5.88405 -7.48970 -6.60723
H22 4.11155 -4.17144 -3.27159
H23 4.90330 -2.87036 -2.20456
H24 5.55763 -4.52635 -2.39684
O10 0.63590 -2.01194 -7.94379
S4 -0.45213 -1.64837 -6.98189
O11 -1.45325 -0.71094 -7.36356
O12 -1.16168 -2.98756 -6.46410
C10 -0.45957 -4.19416 -6.47637
C11 -0.98788 -5.07375 -5.31684
C12 0.36236 -1.13369 -5.42067
H25 0.61563 -4.02083 -6.43175
H26 -0.53994 -4.78344 -7.38982
H27 -0.11749 -5.52648 -4.84190
H28 -1.65688 -5.80954 -5.76311
H29 -1.48735 -4.49210 -4.54205
H30 -0.31740 -0.51268 -4.83726
H31 1.27501 -0.59025 -5.66530
H32 0.76115 -1.96960 -4.84592
C13 -5.26955 -2.96595 3.83379
S5 -6.01429 -1.23872 3.96954
O13 -7.23803 -1.26703 4.89816
C14 -4.46259 -0.76356 4.95389
H33 -4.31212 -2.90901 3.31592
H34 -5.75437 -3.79832 3.32368
H35 -5.07794 -3.35113 4.83530
H36 -4.44345 -1.01817 6.01357
H37 -4.42589 0.31917 5.07405
H38 -3.53030 -1.17007 4.56187
C15 -3.82292 2.50478 -2.24952
S6 -4.18285 2.64226 -4.02356
O14 -2.82544 2.89058 -4.70404
C16 -4.66465 0.85968 -4.02280
H39 -2.99235 1.83216 -2.03540
H40 -4.67542 2.11100 -1.69610
H41 -3.53710 3.53289 -2.02726
H42 -4.20450 0.26050 -3.23708
H43 -4.58772 0.25964 -4.92950
H44 -5.71387 0.83291 -3.72866

Here are the Löwdin charges for atoms 1 to 5, given in e: atom 1 (P): 0.273, atom 2 (F): -0.205, atom 3 (F): -0.167, atom 4 (F): -0.201, atom 5 (F): -0.229


DFT (wB97M-V/def2-TZVPD) results for a 7-piece molecular cluster, C16H44N16O7PS overall in a non-equilibrium geometry.

The HOMO energy is -11.26 eV. The LUMO energy comes out at -2.598 eV. As for the maximum force: 2.53 eV/A. The orbital gap is 8.66 eV. The value obtained for the total energy is -2778.2968 a.u. The value obtained for the molar mass is 635.67 u. The net charge is +1.

Positions of all 85 atoms, in Å:
C1 -0.84500 -0.00031 2.03561
C2 -0.23659 -1.19160 1.86425
N1 -0.29100 -1.99862 0.64359
C3 0.54337 -1.61350 -0.37822
N2 1.83945 -1.65105 -0.25872
C4 2.56843 -2.13228 0.90451
C5 3.89883 -2.74024 0.47416
N3 4.07361 -3.46629 -0.55447
N4 -0.05521 -1.16245 -1.51880
C6 0.14744 -1.95593 -2.74746
C7 -1.46566 -0.92100 -1.07244
C8 -2.54484 -0.67797 -2.11426
O1 -2.91795 0.65998 -1.88181
C9 -3.97608 1.08306 -2.73675
C10 -1.64557 -1.99109 -0.02351
P1 -1.86766 -3.75526 -0.57761
S1 -2.62954 -4.84695 0.82873
H1 -0.34369 0.85928 2.46214
H2 -1.89754 0.14127 1.80300
H3 0.26527 -1.67349 2.69778
H4 2.40475 -1.32138 -1.03687
H5 2.01342 -2.88565 1.45701
H6 2.80313 -1.27101 1.52466
H7 4.73418 -2.54490 1.13952
H8 3.20308 -3.59794 -1.07281
H9 1.10130 -2.47068 -2.72384
H10 0.14126 -1.29333 -3.60749
H11 -0.65853 -2.66943 -2.90576
H12 -1.38817 0.05179 -0.59022
H13 -3.39409 -1.34553 -1.94079
H14 -2.20184 -0.77846 -3.14711
H15 -4.16239 2.12828 -2.50578
H16 -3.68468 1.01627 -3.78554
H17 -4.90115 0.53930 -2.54269
H18 -2.49172 -1.86722 0.64371
H19 -0.60625 -4.22116 -0.98485
H20 -2.70351 -3.71720 -1.70854
C11 -0.29128 3.74166 2.29393
O2 -1.32910 3.09788 2.28945
N5 0.21672 4.28822 1.13467
N6 0.44270 3.95149 3.41380
H21 1.06724 4.81792 1.10234
H22 -0.31427 4.15282 0.28910
H23 0.11323 3.55567 4.27794
H24 1.30011 4.46952 3.43236
C12 3.22519 -4.70587 3.78114
O3 2.73347 -3.59694 3.95639
N7 3.43881 -5.58828 4.79411
N8 3.58923 -5.11837 2.52975
H25 3.83949 -6.49705 4.66215
H26 3.17677 -5.30088 5.71790
H27 3.42141 -4.44744 1.80787
H28 3.99128 -6.00942 2.30896
C13 1.38348 1.59146 6.47939
O4 1.41704 2.74792 6.08557
N9 0.37670 0.72937 6.13904
N10 2.35011 1.07352 7.29039
H29 0.33233 -0.22042 6.45465
H30 -0.35382 1.08064 5.54945
H31 3.09890 1.68317 7.55879
H32 2.34462 0.13018 7.62690
C14 -5.03387 0.82395 -6.42733
O5 -4.01754 0.57380 -5.79099
N11 -5.10363 1.86648 -7.30213
N12 -6.17068 0.07820 -6.30530
H33 -5.92320 2.09107 -7.83281
H34 -4.28287 2.43099 -7.41134
H35 -6.14791 -0.69665 -5.67108
H36 -7.01283 0.26476 -6.81510
C15 3.21201 1.62929 -0.71416
O6 3.58906 0.51670 -1.07997
N13 4.01969 2.71958 -0.78515
N14 1.95677 1.83770 -0.22237
H37 3.73803 3.63625 -0.49606
H38 4.94580 2.58512 -1.14638
H39 1.35480 1.03893 -0.16859
H40 1.59813 2.72850 0.08211
C16 -0.78031 4.05502 -2.04212
O7 -1.68474 4.32458 -1.27445
N15 0.20573 4.95722 -2.35743
N16 -0.66726 2.83060 -2.64378
H41 0.95780 4.76018 -2.98947
H42 0.14568 5.86570 -1.93698
H43 -1.37621 2.14534 -2.43798
H44 0.07833 2.59258 -3.26948

Here are the Löwdin charges for atoms 1 to 5, given in e: atom 1 (C): 0.078, atom 2 (C): -0.101, atom 3 (N): -0.006, atom 4 (C): -0.346, atom 5 (N): 0.142


Q: Among the records above, which one has the highest maximum force?
A: C16H44F6O14PS6


Q: What is the formula in the first record?
A: C16H44Cl4O12


Q: maximum force of number 1 (C16H44Cl4O12)?
A: 1.48 eV/A